<P>
18
Properties=species:S:1:pos:R:3:lowdin_charge:R:1 method="wB97M-V/def2-TZVPD" smiles=CSSCCN.O e_lumo_ha=0.019 homo_lumo_gap_ev=9.34 molar_mass_g_mol=141.3 spin_multiplicity=1
N -1.2177 -0.7690 -2.3675 -0.0461
C -0.8871 -1.8366 -1.3910 -0.3087
C 0.3693 -1.4022 -0.6198 -0.4992
S 0.9338 0.3560 -0.7628 0.4550
S 0.6878 1.2774 1.0320 0.3786
C 2.1377 0.5960 1.9989 -0.4224
H -0.3421 -0.6281 -2.7713 0.0034
H -1.5486 -0.0251 -1.7471 0.0460
H -0.6879 -2.6803 -2.0224 0.0969
H -1.7336 -1.9249 -0.7648 0.0893
H 1.2546 -2.0698 -0.8538 0.0852
H 0.1374 -1.5501 0.4412 0.0572
H 1.9245 -0.4356 1.9657 -0.0121
H 2.0340 0.9108 3.0393 0.0236
H 3.0710 1.1153 1.5770 0.0630
H -2.9229 0.8031 0.7305 0.0205
H -3.5022 0.7249 1.9198 0.0062
O -3.1032 0.1081 1.3528 -0.0364



<Q>
18
Properties=species:S:1:pos:R:3:lowdin_charge:R:1 method="wB97M-V/def2-TZVPD" smiles=NCCCSS.O e_lumo_ha=0.015 homo_lumo_gap_ev=9.19 molar_mass_g_mol=141.3 spin_multiplicity=1
S -2.7148 -1.9154 -2.1230 0.2906
S -0.6731 -1.4498 -2.3225 0.3838
C 0.1371 -0.5313 -0.8959 -0.5283
C -0.0924 -1.0984 0.5102 -0.2972
C 0.8269 -0.4098 1.5251 -0.3050
N 0.4019 0.9569 1.8524 -0.0157
H -2.5682 -2.9245 -1.2622 -0.2194
H -0.3775 0.4427 -0.9194 0.0543
H 1.2428 -0.4604 -0.8818 0.0884
H 0.0599 -2.1856 0.6332 0.1070
H -1.2105 -1.0277 0.6517 0.1102
H 1.8356 -0.3571 1.0823 0.1093
H 0.8942 -1.0484 2.4117 0.1025
H 0.9204 1.2454 2.6791 0.0613
H -0.5364 0.9729 2.2705 0.0743
H 0.5607 2.6670 -1.1852 0.0122
H 0.7877 4.0179 -1.9907 0.0284
O 0.5058 3.1055 -2.0355 -0.0567



<R>
18
Properties=species:S:1:pos:R:3:lowdin_charge:R:1 method="wB97M-V/def2-TZVPD" smiles=NCCCSS.O e_lumo_ha=0.022 homo_lumo_gap_ev=9.23 molar_mass_g_mol=141.3 spin_multiplicity=1
S 0.7152 -1.3887 -2.6137 0.2945
S -0.4085 -1.1352 -0.8968 0.3893
C 0.0779 0.6767 -0.7407 -0.5316
C -0.8845 1.3513 0.2497 -0.2917
C -0.8287 0.6296 1.5715 -0.2688
N -1.9319 1.3523 2.3296 -0.0064
H -0.2445 -1.7894 -3.5047 -0.1817
H 0.0389 1.0820 -1.7696 0.0520
H 1.1236 0.4892 -0.2778 0.0902
H -1.8345 1.3797 -0.2713 0.1150
H -0.4547 2.2681 0.4778 0.0945
H 0.0175 0.5806 2.1680 0.0650
H -1.1913 -0.4485 1.6422 0.1088
H -2.6322 0.7589 2.6052 0.0145
H -2.4021 1.9318 1.6477 0.0424
H 3.2240 0.2496 2.9041 0.0302
H 2.5861 1.6628 2.6574 0.0214
O 2.5247 0.8509 3.1373 -0.0377



<S>
18
Properties=species:S:1:pos:R:3:lowdin_charge:R:1 method="wB97M-V/def2-TZVPD" smiles=CNCCSS.O e_lumo_ha=0.013 homo_lumo_gap_ev=9.38 molar_mass_g_mol=141.3 spin_multiplicity=1
S 2.4765 -0.3500 -0.6391 0.3558
S 1.4985 1.5014 -0.7161 0.4619
C -0.2001 1.2807 -1.3298 -0.5553
C -0.9444 -0.0342 -1.0688 -0.3183
N -0.9758 -0.2666 0.3597 -0.1436
C -2.1293 -1.0308 0.8582 -0.1266
H 3.2533 -0.1645 -1.7003 -0.2070
H -0.7542 2.0627 -0.8080 0.0642
H -0.3034 1.6255 -2.3645 0.0664
H -0.3985 -0.8139 -1.6227 0.0970
H -1.9619 0.0312 -1.4567 0.1157
H -0.1482 -0.7418 0.6955 0.0706
H -3.0188 -0.5089 0.4931 0.0745
H -2.1412 -0.9869 1.9459 0.0746
H -2.1967 -2.0656 0.5156 0.0730
H 2.6588 -0.5954 2.2649 -0.0159
H 2.2682 0.7994 2.1290 0.0095
O 3.0173 0.2576 2.4443 -0.0962



Consider the structures shown above. The most stable of them is <S>.